[1]
ORCA calculation (ωB97M-V with the def2-TZVPD basis set) on a 2-piece molecular cluster, C6H13NO2 overall.

Structure (XYZ):
```
22
Properties=species:S:1:pos:R:3:forces:R:3
C -1.19932 1.35968 2.01301 0.82 0.19 0.51
C -1.52816 0.79864 0.86371 -0.45 -0.08 0.07
C -0.56074 0.63131 -0.26125 0.47 0.88 -0.23
C 0.09471 -0.73935 -0.36451 -1.06 -0.99 0.52
C -1.00360 -1.77572 -0.69649 0.25 -0.03 -0.26
O -1.72781 -1.75053 -1.65269 -0.03 0.26 0.00
N 0.80458 -1.31773 0.75074 0.71 0.07 -0.47
C 2.20713 -1.01077 0.87152 0.87 0.06 0.49
H -0.16397 1.63492 2.19284 0.03 0.27 -0.16
H -1.84068 1.56244 2.85983 -0.37 -0.32 -0.18
H -2.53913 0.42171 0.76515 -0.13 0.02 -0.31
H 0.17160 1.44896 -0.23323 0.35 -0.37 0.58
H -0.94547 0.82898 -1.25859 -0.82 -0.33 0.14
H 0.75458 -0.70877 -1.21687 0.33 -0.08 -0.35
H -1.03578 -2.62126 0.01936 -0.05 0.01 0.06
H 0.32342 -1.37706 1.63410 -0.18 0.29 -0.09
H 2.44858 -0.17513 1.54274 -0.13 0.03 -0.02
H 2.79447 -1.86901 1.21830 -0.28 -0.04 0.21
H 2.68468 -0.77169 -0.07822 -0.44 0.09 -0.27
O 0.32792 1.48158 -3.07384 -0.33 0.70 0.07
H -0.56257 1.69728 -3.38481 0.11 -0.38 -0.23
H 0.49556 2.25152 -2.51080 0.34 -0.24 -0.07
```
Forces are in eV/Å.

Its multiplicity is 1. The value obtained for the HOMO energy is -0.3214 Eh. Its total charge is 0. As for the relative energy (zero: lowest compared OMol25 entry of this formula, charge and spin): 2.539 eV. As for the SMILES: C=CC[C@H](C=O)NC.O. The frontier orbital gap comes out at 9.3875 eV.

***

[2]
ORCA calculation (ωB97M-V with the def2-TZVPD basis set) on a 2-piece molecular cluster, C6H13NO3 overall.

Structure (XYZ):
```
23
Properties=species:S:1:pos:R:3:forces:R:3
C 1.33431 2.04733 5.20799 -0.06 0.27 0.10
C 1.62783 0.73335 4.49266 0.02 0.06 0.12
C 1.37066 0.81080 2.99682 0.70 -0.27 -0.16
C 2.08849 -0.28307 2.21752 0.24 0.31 -0.85
O 1.66647 -1.61461 2.39824 -0.26 0.20 0.58
O -0.03180 0.79279 2.73750 -0.53 -0.16 0.05
C -0.42497 1.07301 1.42507 0.28 1.10 -0.76
C -0.58329 -0.15497 0.58456 -1.16 -5.42 2.27
N -0.74831 -1.34294 0.60109 0.44 4.86 -0.81
H 0.28331 2.33863 5.07951 0.22 -0.10 0.23
H 1.59238 1.98272 6.27427 -0.31 -0.01 -0.24
H 1.94292 2.87101 4.80286 -0.10 -0.29 -0.02
H 2.69223 0.49205 4.63859 -0.30 -0.03 -0.15
H 1.05666 -0.10474 4.91673 0.08 0.24 -0.08
H 1.77975 1.76128 2.60366 -0.06 -0.12 0.14
H 1.99997 -0.01186 1.15127 0.14 -0.17 0.03
H 3.15491 -0.22472 2.46718 -0.19 -0.12 -0.05
H 0.69777 -1.62603 2.41175 0.21 -0.05 -0.08
H -1.39598 1.58925 1.44724 0.21 -0.28 0.06
H 0.28036 1.75919 0.92590 -0.13 -0.13 0.15
O 1.19385 -0.86517 -1.35636 -0.36 -5.03 1.24
H 1.31332 0.05978 -1.59298 -0.70 -0.22 1.38
H 0.78417 -1.69670 -0.58773 1.61 5.37 -3.15
```
Forces are in eV/Å.

Its multiplicity is 1. The value obtained for the HOMO energy is -0.3757 Eh. Its total charge is 0. As for the relative energy (zero: lowest compared OMol25 entry of this formula, charge and spin): 4.878 eV. As for the SMILES: CC[C@@H](CO)OCC#N.O. The frontier orbital gap comes out at 10.4525 eV.

***

[3]
ORCA calculation (ωB97M-V with the def2-TZVPD basis set) on a 2-piece molecular cluster, C6H13NO3 overall.

Structure (XYZ):
```
23
Properties=species:S:1:pos:R:3:forces:R:3
C 0.81114 0.45769 0.91301 -0.25 -0.46 0.26
C -1.13181 2.05679 -0.43276 0.26 -0.05 0.24
C 2.15639 -0.09678 0.49833 -0.05 0.01 0.00
C -0.24560 0.93025 -0.91340 -0.38 -0.37 -1.15
O 0.65654 1.11840 -1.76190 -0.37 -0.07 0.79
H 0.86344 1.53760 1.04657 -0.08 0.11 -0.23
H 0.50714 0.09409 1.90191 0.05 -0.12 0.04
H -1.70011 1.78674 0.45590 0.04 0.00 -0.01
H -1.83742 2.29289 -1.23562 0.09 -0.05 -0.01
H -0.52370 2.93705 -0.23021 -0.04 0.01 -0.01
H 2.17823 -1.19073 0.49561 -0.03 0.00 0.03
H 2.95638 0.22713 1.17206 -0.01 -0.01 -0.06
H 2.40564 0.24428 -0.50906 0.03 0.03 0.02
C -0.84163 -0.99576 0.33593 0.59 0.50 0.17
N -0.23887 -2.18044 0.50550 -0.26 0.24 -0.12
C -0.96077 -0.45575 -1.05293 0.32 0.28 -0.06
O -1.81274 -0.60384 1.17335 0.02 -0.14 0.00
O -0.22809 -1.23755 -1.95367 0.03 0.20 0.17
H -1.66222 -0.93170 2.07016 0.03 0.06 -0.08
H 0.44190 -0.58311 -2.28401 -0.11 -0.09 0.05
H 0.36067 -2.44564 -0.26859 -0.08 -0.12 0.21
H -0.14000 -2.59615 1.42014 0.19 0.10 -0.23
H -2.01452 -0.36545 -1.34631 0.01 -0.04 -0.03
```
Forces are in eV/Å.

Its multiplicity is 1. The value obtained for the HOMO energy is -0.2810 Eh. Its total charge is 0. As for the relative energy (zero: lowest compared OMol25 entry of this formula, charge and spin): 3.926 eV. The frontier orbital gap comes out at 7.8593 eV.

***

[4]
ORCA calculation (ωB97M-V with the def2-TZVPD basis set) on C6H13NO3 as an isolated structure.

Structure (XYZ):
```
23
Properties=species:S:1:pos:R:3:forces:R:3
C 2.07667 0.28537 0.06487 8.93 5.49 3.26
C 0.84041 0.23586 -0.57788 -3.48 -1.58 -3.73
C -0.78685 1.70314 0.34723 -1.77 0.48 1.55
C -2.03208 0.60378 0.19984 7.57 -1.60 8.23
C -1.50747 -0.70072 -0.42652 0.38 0.70 8.87
C 0.02202 -0.78100 0.11216 -3.65 -4.25 2.46
H 3.54072 -1.20392 0.72872 -1.60 1.89 -0.68
H 2.77139 1.16130 -0.54230 -1.61 -2.44 1.36
H 2.20890 0.88872 1.27189 -1.48 -1.77 -3.46
H 0.71597 -0.07408 -1.86133 1.52 0.14 3.80
H -0.43171 1.47692 -1.32116 -1.19 0.03 -4.19
H -1.28731 2.67538 0.16458 0.44 -0.31 0.07
H -0.24764 1.84104 1.29457 -0.87 -0.66 0.39
H -2.29780 0.66901 1.37593 -0.14 -1.20 -2.85
H -2.65995 1.04162 -0.32457 -6.27 3.91 -4.67
H -1.44053 -0.48197 -1.38029 -0.02 -0.25 -5.30
H -1.70165 -2.50365 0.44011 -1.70 2.09 -1.51
H 0.05388 -1.04777 1.42318 -0.10 2.32 -3.48
H 1.28734 -2.48775 -0.26116 -4.16 2.38 0.10
N 0.21249 1.51095 -0.63238 1.42 1.49 1.12
O 2.76382 -0.93269 0.16105 0.29 -2.16 -0.39
O -2.34556 -1.78108 0.04863 2.66 -1.31 0.08
O 0.24492 -2.09847 -0.30517 4.83 -3.40 -1.01
```
Forces are in eV/Å.

Its multiplicity is 1. The value obtained for the HOMO energy is -0.3285 Eh. Its total charge is 0. As for the relative energy (zero: lowest compared OMol25 entry of this formula, charge and spin): 8.603 eV. The frontier orbital gap comes out at 9.3042 eV.

***

[5]
ORCA calculation (ωB97M-V with the def2-TZVPD basis set) on a 2-piece molecular cluster, C6H13NO3 overall.

Structure (XYZ):
```
23
Properties=species:S:1:pos:R:3:forces:R:3
C 4.20071 -0.61798 0.90507 0.82 0.00 -0.96
C 3.19429 -0.13981 -0.12841 -2.66 -3.33 -2.11
C 2.14285 0.92852 0.08237 1.47 0.83 1.50
C 0.81437 0.75277 -0.59987 0.17 -2.88 -0.94
C -0.11803 -0.18271 0.09959 0.22 1.05 -0.36
N -0.84396 -0.93393 0.57464 0.18 -0.06 0.10
H 3.73232 -0.50368 1.88665 0.50 -0.16 0.04
H 4.38007 -1.69462 0.65368 -0.10 0.84 0.64
H 5.19770 -0.13850 0.81321 -0.66 0.04 0.48
H 3.49196 -0.13868 -1.21890 0.44 0.25 1.22
H 2.50500 -1.07305 -0.16061 0.82 1.04 -0.09
H 2.01941 1.05365 1.17048 -0.28 0.03 -0.27
H 2.53247 1.87192 -0.25971 0.21 0.62 -0.09
H 0.46690 1.71182 -0.83837 -1.40 1.16 0.13
H 0.91595 0.24944 -1.60390 0.30 0.49 0.75
O -4.64336 -0.66252 -1.34099 -3.64 1.09 -0.44
C -4.03124 -0.22790 -0.18375 0.25 -1.60 0.94
O -3.27859 0.90994 -0.25698 -0.32 0.45 0.03
O -4.99571 -0.24326 0.88243 0.52 1.47 -1.07
H -5.65964 -0.53885 -1.18673 2.71 -0.25 -0.54
H -3.27454 -0.95325 -0.06283 0.83 -1.02 0.98
H -3.79807 1.64578 -0.55892 -0.56 0.67 -0.23
H -4.95085 -1.07511 1.33185 0.20 -0.72 0.29
```
Forces are in eV/Å.

Its multiplicity is 1. The value obtained for the HOMO energy is -0.3864 Eh. Its total charge is 0. As for the relative energy (zero: lowest compared OMol25 entry of this formula, charge and spin): 2.697 eV. As for the SMILES: CCCCC#N.OC(O)O. The frontier orbital gap comes out at 11.2764 eV.

***

[6]
ORCA calculation (ωB97M-V with the def2-TZVPD basis set) on C6H13NO3 as an isolated structure.

Structure (XYZ):
```
23
Properties=species:S:1:pos:R:3:forces:R:3
C -1.67951 0.81089 -0.12740 1.03 -0.13 0.36
C -1.59076 -1.70613 -0.04525 -0.35 0.09 0.29
C -1.21492 -0.41454 0.64568 2.22 -0.35 -0.47
N -0.71635 1.98279 0.02280 0.52 -0.48 -0.09
C -0.07615 -0.43171 1.46131 -2.83 0.76 -0.12
O -2.89988 1.10411 0.46172 0.39 -1.43 2.69
H -2.62334 0.44764 1.31822 -1.72 2.12 -2.14
H -1.79090 0.67033 -1.20935 0.09 -0.08 0.13
H -0.73316 2.28038 0.99606 -0.09 -0.01 -0.01
H -1.06828 2.76511 -0.52125 0.07 -0.01 -0.03
H -1.00994 -1.85859 -0.95981 0.04 0.03 -0.02
H -2.64767 -1.69901 -0.31463 -0.05 -0.13 -0.06
H -1.40801 -2.56131 0.60445 -0.03 -0.04 0.00
H 0.03841 -1.29708 2.09875 0.38 -0.16 -0.28
H 0.23815 0.49011 1.93744 0.42 0.00 -0.22
C 3.17702 -0.53859 -1.22580 0.21 0.16 0.15
C 2.03863 -0.02119 -0.38265 -0.95 -0.76 0.46
O 1.64912 1.17196 -0.59067 -0.31 0.63 -0.07
O 1.49005 -0.82658 0.41676 1.44 0.18 -0.57
H 0.48838 1.64445 -0.25490 -0.36 -0.46 0.03
H 3.73737 -1.30089 -0.68855 -0.07 0.02 0.01
H 3.83358 0.27859 -1.51315 0.01 0.02 -0.06
H 2.76814 -0.99075 -2.12980 -0.07 0.04 0.01
```
Forces are in eV/Å.

Its multiplicity is 1. The value obtained for the HOMO energy is -0.2820 Eh. Its total charge is 0. As for the relative energy (zero: lowest compared OMol25 entry of this formula, charge and spin): 3.352 eV. The frontier orbital gap comes out at 8.3424 eV.